# 1
The following is a quantum chemistry calculation of C5H13N3 in the gas phase, from OMol25.

The calculation puts the maximum force at 4.2 eV/Å. The energy relative to the best compared isomer or geometry (same formula, charge and spin) is 95.4 kJ/mol. As for the HOMO energy: -8.34 eV. As for the SMILES: CN1CCCN[C@H]1N. As for the total charge: 0.

```
21
C5H13N3 (wB97M-V/def2-TZVPD)
C 0.17522 2.07677 0.86773
N -0.32593 0.83166 0.32766
C 0.03358 0.65472 -1.07307
C -0.68828 -0.55097 -1.66365
C -0.49023 -1.85438 -0.67127
N -0.73659 -1.49887 0.68898
C -0.01018 -0.34046 1.16436
N 1.38574 -0.68914 1.31382
H -0.26465 2.90533 0.31029
H -0.12936 2.16276 1.91179
H 1.27354 2.17237 0.81212
H -0.25489 1.56727 -1.60440
H 1.12538 0.52949 -1.20413
H -0.34699 -0.74918 -2.68072
H -1.76102 -0.35135 -1.68830
H -1.15286 -2.66391 -0.97748
H 0.57582 -1.87671 -0.97896
H -1.72738 -1.34371 0.84513
H -0.38755 -0.10624 2.16795
H 1.79688 -0.95890 0.42938
H 1.90975 0.08345 1.70279
```

***

# 2
The following is a quantum chemistry calculation of a molecular structure, C31H47Cl2IN5O3P2RbS2, from OMol25.

The calculation puts the maximum force at 0.7 eV/Å. The energy relative to the best compared isomer or geometry (same formula, charge and spin) is 154.6 kJ/mol. As for the HOMO energy: -1.09 eV. As for the total charge: -2.

```
94
C31H47Cl2IN5O3P2RbS2 (wB97M-V/def2-TZVPD)
Rb 0.48519 -0.44300 0.31646
Cl -1.51452 -2.83278 -0.91669
C -1.72214 -1.54006 -2.13696
Cl -0.13846 -0.92307 -2.65393
H -2.27912 -0.70339 -1.71361
H -2.22216 -1.96342 -2.99781
S -2.74037 1.50630 -0.97425
C -2.89286 3.08010 -1.71466
C -3.36193 3.15798 -3.03613
C -3.57573 4.35229 -3.71273
C -4.07139 4.33201 -5.06613
N -4.46399 4.30667 -6.14999
C -3.29393 5.55613 -3.04759
C -2.81965 5.50790 -1.74505
C -2.59594 4.31002 -1.03132
S -2.00214 4.39563 0.60020
C -3.50993 6.83357 -3.68220
N -3.68815 7.85737 -4.18048
H -3.57828 2.22921 -3.54712
H -2.61066 6.43685 -1.23161
C 3.92382 0.06784 4.10367
C 2.59619 -0.30315 3.61507
N 1.57108 -0.55740 3.16911
H 4.27948 -0.67699 4.81356
H 3.87675 1.04115 4.58928
H 4.61404 0.11686 3.26413
I 1.73256 6.49735 0.34251
C 1.30714 4.86556 1.55530
C 0.88540 5.04007 2.85628
C 0.59500 3.90601 3.60346
C 0.76502 2.66407 3.02085
N 1.17662 2.49760 1.76114
C 1.40872 3.58234 1.03279
H 0.76332 6.03069 3.27278
H 0.22546 3.98919 4.61749
H 0.54304 1.75635 3.57005
H 1.66500 3.43512 -0.00867
C -4.52629 -2.36108 1.79529
O -3.80845 -1.34833 2.48867
P -2.41117 -0.85913 1.75388
O -1.35009 -1.98076 2.30488
C -1.18184 -2.20700 3.70726
O -2.04135 0.34094 2.76948
C -2.55932 1.67564 2.50101
H -5.26922 -2.76771 2.47954
H -3.87188 -3.17434 1.46883
H -5.03654 -1.95440 0.91867
H -0.52464 -3.06910 3.80974
H -2.14650 -2.41215 4.17472
H -0.72174 -1.34231 4.17885
H -2.44551 2.23115 3.43057
H -3.61209 1.63216 2.22579
H -2.01567 2.16314 1.69061
C 5.47803 -1.51264 1.21526
C 5.44074 -2.64751 0.17469
C 6.43809 -3.73700 0.57071
C 5.91532 -2.00229 -1.13893
P 3.58626 -3.12390 -0.07613
N 2.65525 -1.91492 -0.13325
C 3.51610 -4.16096 -1.68535
C 4.59765 -5.21533 -1.92434
C 3.48710 -3.16603 -2.86157
C 2.14139 -4.85238 -1.71129
C 3.13379 -4.34126 1.34917
C 3.75354 -5.73822 1.34754
C 3.50861 -3.64933 2.67092
C 1.59608 -4.45800 1.37156
H 6.37165 -0.89571 1.05932
H 5.51876 -1.89754 2.23430
H 4.58719 -0.88486 1.10068
H 7.45267 -3.31627 0.56095
H 6.43170 -4.58458 -0.11466
H 6.25828 -4.11706 1.57658
H 6.85800 -1.47246 -0.95827
H 5.18176 -1.28005 -1.50291
H 6.10034 -2.73626 -1.92172
H 5.58295 -4.77534 -2.07600
H 4.35157 -5.77623 -2.83556
H 4.67211 -5.93647 -1.10937
H 4.48241 -2.84268 -3.16487
H 2.90368 -2.28513 -2.58413
H 3.01518 -3.64047 -3.72992
H 2.08255 -5.69767 -1.02663
H 1.95763 -5.23629 -2.72098
H 1.34426 -4.14645 -1.46805
H 4.84360 -5.71640 1.32298
H 3.40962 -6.34358 0.50983
H 3.45689 -6.26291 2.26615
H 4.57975 -3.68338 2.87038
H 3.00424 -4.15937 3.50072
H 3.17582 -2.61086 2.65993
H 1.21689 -5.18678 0.65583
H 1.14434 -3.48872 1.14792
H 1.26738 -4.77490 2.36928
```

***

# 3
The following is a quantum chemistry calculation of a molecular structure, C3H33O14V, from OMol25.

Its multiplicity is 4. The calculation puts the maximum force at 4.0 eV/Å. As for the HOMO energy (spin up / spin down): -12.05 / -12.48 eV. As for the total charge: +1.

```
51
C3H33O14V (wB97M-V/def2-TZVPD)
V 0.57500 27.60700 -13.18300
C 3.55500 30.10100 -12.33500
C 2.74500 29.38000 -11.29500
C 1.58800 30.23400 -10.69900
O 1.96500 28.31900 -11.85200
H 3.98800 30.99800 -11.88900
H 3.04700 30.35900 -13.24700
H 4.46700 29.54900 -12.71500
H 3.32900 28.91100 -10.54100
H 0.95300 30.70000 -11.38200
H 1.93900 31.00800 -10.11400
H 0.95200 29.59500 -10.11600
O 1.34100 28.82400 -14.79800
H 2.24400 28.61300 -15.16800
H 1.01600 29.49000 -15.35300
O 2.35400 29.09400 -7.89100
H 2.64700 28.28900 -7.41300
H 1.95400 28.70100 -8.67500
O 6.81100 28.80500 -11.81100
H 6.86200 28.21700 -11.08600
H 5.97000 29.20100 -11.75300
O -0.89400 27.49900 -9.67600
H -1.44500 27.55800 -8.92600
H -1.18100 28.31400 -10.02500
O 4.32600 30.88000 -8.65300
H 3.59800 30.36900 -8.21800
H 3.82800 31.65900 -8.91200
O 2.01900 26.02100 -13.70500
H 2.44600 25.68900 -14.48000
H 2.34700 25.43400 -12.98400
O -1.80600 30.06900 -10.42800
H -2.68900 30.39800 -10.39200
H -1.39700 30.60700 -9.71000
O 1.74700 26.85400 -9.57400
H 1.98800 27.42000 -10.26000
H 0.78100 26.80800 -9.60000
O 6.53100 28.22200 -14.92500
H 6.40800 28.14300 -13.98700
H 5.58800 28.26700 -15.23900
O 5.17500 28.20500 -9.34800
H 4.90300 27.75400 -10.14300
H 4.98000 29.12500 -9.57600
O 4.52200 27.00600 -11.76300
H 5.10400 26.59300 -12.40600
H 3.78500 27.44900 -12.10400
O -1.20400 28.89900 -12.83900
H -1.96800 28.96500 -13.44200
H -1.34300 29.33200 -11.97700
O 1.32900 31.59700 -7.48400
H 1.55600 31.78500 -6.56600
H 1.52600 30.66700 -7.56200
```

***

# 4
The following is a quantum chemistry calculation of a molecular structure, C6H18BrLiO3, from OMol25.

The calculation puts the maximum force at 3.2 eV/Å. The energy relative to the best compared isomer or geometry (same formula, charge and spin) is 190.3 kJ/mol. As for the HOMO energy: -9.18 eV. As for the total charge: 0.

```
29
C6H18BrLiO3 (wB97M-V/def2-TZVPD)
Li 14.33213 -15.53582 -0.64497
Br 15.13057 -17.67660 -1.81668
C 14.94111 -20.47792 1.31179
C 14.82718 -21.54406 0.22466
O 14.02801 -21.08660 -0.79766
H 13.97963 -20.18560 1.73393
H 15.61342 -19.65095 1.08326
H 15.42098 -21.00932 2.13364
H 14.29280 -22.38018 0.67573
H 15.82160 -21.86942 -0.08090
H 14.40881 -20.24906 -1.07173
C 11.23013 -17.28169 -3.92148
C 11.99083 -18.55995 -4.19555
O 13.23064 -18.20877 -4.64300
H 11.67596 -16.70101 -3.11392
H 10.23622 -17.57998 -3.58792
H 11.15169 -16.63699 -4.79687
H 11.44939 -19.19328 -4.89828
H 12.10969 -19.18958 -3.31377
H 13.76426 -17.85410 -3.92812
C 17.41395 -16.07109 -6.55359
C 16.48627 -16.73763 -5.57829
O 17.13239 -16.99453 -4.41791
H 17.91466 -15.29112 -5.97996
H 16.86828 -15.51479 -7.31574
H 18.11127 -16.74222 -7.05502
H 16.11041 -17.69151 -5.94834
H 15.62545 -16.13203 -5.29486
H 16.56033 -17.51437 -3.84860
```

***

# 5
The following is a quantum chemistry calculation of a molecular structure, CH4FeO17S4, from OMol25.

Its multiplicity is 6. The calculation puts the maximum force at 2.7 eV/Å. The energy relative to the best compared isomer or geometry (same formula, charge and spin) is 33.4 kJ/mol. As for the HOMO energy (spin up / spin down): 6.39 / 6.40 eV. As for the total charge: -5.

```
27
CH4FeO17S4 (wB97M-V/def2-TZVPD)
Fe 0.27350 0.27272 0.17784
S -2.22551 2.55844 0.72818
O -1.75605 3.72843 -0.02559
O -2.34402 2.80427 2.17244
O -3.56527 2.15219 0.21122
O -1.26251 1.39786 0.54640
S 0.72433 1.32856 -2.31550
O 0.12993 2.58204 -2.80889
O 1.68951 0.72615 -3.24469
O 1.33289 1.61282 -0.98169
O -0.30498 0.36941 -1.82632
S 1.07156 0.53143 2.76379
O 1.37175 1.24212 1.48710
O 0.40620 1.43358 3.71345
O 0.15531 -0.46507 2.13803
O 2.24866 -0.12471 3.34839
S 2.59095 -2.22477 -0.42913
O 1.91512 -3.43403 -0.99996
O 3.63541 -1.76346 -1.35537
O 1.60116 -1.14947 -0.17629
O 3.19916 -2.61569 0.87079
C -2.09894 -1.75866 -0.89702
O -1.06412 -1.47469 0.01513
H -2.61233 -2.69974 -0.65142
H -2.80988 -0.93289 -0.86367
H -1.67550 -1.81623 -1.90452
H -0.62634 -2.28063 0.30729
```